The following is a quantum chemistry calculation of 15 unconnected molecules or ions with the total composition C22H75NO15 at a distorted geometry, from the Open Molecules 2025 dataset.

Last column: Mulliken charge in e.
CARTESIAN COORDINATES (ANGSTROEM)
C (-14.49869, 12.51392, 11.98200)  -0.658
C (-13.85116, 11.15690, 11.83089)  0.923
O (-12.92214, 11.12026, 10.72605)  1.755
H (-15.14891, 12.76254, 11.14117)  0.317
H (-13.77975, 13.31860, 12.13288)  0.189
H (-15.18231, 12.46154, 12.83825)  -0.018
H (-14.63392, 10.40122, 11.66890)  -0.519
H (-13.33912, 10.86823, 12.75109)  -0.232
H (-13.40418, 11.43218, 9.94367)  -0.912
C (-14.34122, 7.09142, 12.22923)  -0.124
C (-14.64333, 5.93448, 11.31676)  -0.573
O (-13.48326, 5.72536, 10.50371)  -0.508
H (-15.15304, 7.32618, 12.91163)  0.257
H (-14.07636, 7.94821, 11.60592)  -0.523
H (-13.43609, 6.86855, 12.79724)  0.463
H (-15.53500, 6.07329, 10.68776)  0.284
H (-14.88692, 5.00824, 11.85678)  0.427
H (-13.59289, 4.90606, 10.01287)  0.278
C (-9.24203, 11.62843, 8.09812)  -1.360
C (-10.02186, 10.78129, 9.07660)  1.223
O (-9.12791, 10.07619, 9.92028)  -0.670
H (-8.39200, 12.08639, 8.60723)  0.347
H (-9.86514, 12.44842, 7.73366)  0.173
H (-8.86461, 11.06356, 7.24730)  0.388
H (-10.66381, 10.07552, 8.52170)  -0.061
H (-10.69816, 11.38051, 9.69529)  -0.596
H (-9.65493, 9.58367, 10.56990)  0.413
C (-13.83968, 13.58300, 15.57052)  -0.076
C (-15.24946, 13.30592, 16.07216)  -0.426
O (-16.07758, 14.49253, 15.98736)  -0.582
H (-13.23810, 12.67337, 15.67692)  0.291
H (-13.35820, 14.43558, 16.03896)  0.233
H (-13.90092, 13.72972, 14.48923)  -0.302
H (-15.20242, 12.99982, 17.11965)  0.476
H (-15.73829, 12.56666, 15.44005)  0.090
H (-15.97351, 14.97062, 16.81348)  0.289
C (-14.30778, 8.65894, 8.61842)  -0.128
C (-13.52964, 8.66114, 7.31398)  -0.588
O (-13.37455, 10.00301, 6.81959)  -0.632
H (-15.29638, 9.08577, 8.41779)  0.121
H (-13.81983, 9.22551, 9.40911)  -0.238
H (-14.47393, 7.62989, 8.93622)  0.335
H (-14.08130, 8.06301, 6.58434)  0.364
H (-12.55904, 8.19229, 7.49921)  0.351
H (-12.56869, 9.99533, 6.29274)  0.291
C (-11.21337, 14.38102, 9.64346)  -0.097
C (-11.18623, 15.22070, 8.37922)  -0.733
O (-10.10203, 16.13140, 8.42185)  -0.525
H (-11.48845, 14.97996, 10.51178)  0.385
H (-10.21263, 13.97398, 9.78736)  0.174
H (-11.94905, 13.58432, 9.52076)  -0.136
H (-12.16660, 15.71183, 8.25950)  0.283
H (-11.10200, 14.58665, 7.48533)  0.336
H (-9.78130, 16.29776, 7.53372)  0.301
C (-15.02650, 17.00685, 12.05053)  -0.376
C (-13.88732, 17.79639, 11.41739)  -0.292
O (-14.15377, 19.18832, 11.34579)  -0.540
H (-15.00347, 17.10345, 13.13885)  0.284
H (-15.00358, 15.94422, 11.81030)  -0.144
H (-16.00856, 17.41742, 11.80052)  0.373
H (-13.55590, 17.36771, 10.46496)  0.202
H (-13.01149, 17.66667, 12.06243)  0.166
H (-14.60433, 19.33693, 10.50871)  0.324
C (-18.40614, 8.14338, 12.71899)  -1.292
C (-17.76150, 8.79675, 11.51726)  0.155
O (-17.04688, 9.94485, 11.97662)  -0.038
H (-18.98630, 7.26539, 12.44353)  0.396
H (-19.01731, 8.88914, 13.22655)  0.319
H (-17.62567, 7.86260, 13.43115)  0.221
H (-18.53769, 9.10777, 10.80858)  0.331
H (-17.02209, 8.17747, 10.99724)  -0.062
H (-16.93383, 10.53847, 11.21170)  -0.007
C (-18.06147, 12.96973, 12.80336)  -0.618
C (-17.61984, 14.40471, 12.57134)  0.179
O (-17.66740, 15.20318, 13.74075)  -0.539
H (-19.07086, 12.83879, 13.18945)  0.398
H (-17.35575, 12.43008, 13.44274)  -0.038
H (-18.01788, 12.43269, 11.85089)  0.136
H (-18.31473, 14.87305, 11.86806)  0.470
H (-16.63430, 14.37527, 12.09341)  -0.287
H (-17.07365, 14.79480, 14.39780)  0.357
O (-11.64129, 9.72579, 14.63273)  -0.709
H (-11.39810, 9.86226, 13.70658)  0.339
H (-12.50509, 9.29614, 14.58175)  0.275
O (-11.19935, 9.20000, 11.74745)  -0.790
H (-11.78588, 9.91675, 11.43298)  0.135
H (-11.61897, 8.38194, 11.45629)  0.301
O (-14.15835, 12.15175, 8.40190)  -0.599
H (-14.23374, 12.93459, 7.84544)  0.225
H (-13.88421, 11.42558, 7.79235)  0.353
O (-16.66644, 11.33071, 9.52207)  -0.599
H (-17.10128, 11.06363, 8.70611)  0.244
H (-15.74393, 11.52755, 9.26840)  0.261
O (-14.71530, 9.51798, 14.75414)  -0.455
H (-15.49367, 9.92220, 14.35163)  0.203
H (-15.06763, 8.92705, 15.42894)  0.229
C (-9.96306, 12.65146, 12.68091)  -1.068
C (-9.47196, 13.85216, 13.48239)  0.696
C (-10.49568, 14.29171, 14.50308)  -0.605
O (-9.97550, 15.44999, 15.11264)  -0.358
C (-10.83304, 16.01525, 16.05855)  -0.742
N (-8.17971, 13.48526, 14.12218)  -0.813
H (-9.24507, 12.37573, 11.90781)  0.359
H (-10.97781, 12.77765, 12.29489)  -0.280
H (-10.02142, 11.78304, 13.34784)  0.618
H (-9.27926, 14.68128, 12.78652)  0.240
H (-10.63990, 13.44356, 15.18520)  0.362
H (-11.43109, 14.54113, 13.98625)  0.163
H (-11.77747, 16.37178, 15.63084)  0.215
H (-10.35372, 16.85868, 16.55297)  0.311
H (-11.04930, 15.28159, 16.84869)  0.317
H (-7.78094, 14.35061, 14.47993)  0.275
H (-7.58114, 13.19573, 13.35346)  0.282

Forces on atoms 1 to 3 (eV/Å):
C -0.4833 -0.1119 0.3054
C -0.3746 -0.0827 -0.3976
O -0.2733 -0.0277 0.6579

Computed properties:
Kohn-Sham gap	8.82	eV
E	-2066.4710	Ha
molar mass	593.83	g/mol
HOMO	-8.92	eV
total charge	0
LUMO level	-0.0949	eV



The following is a quantum chemistry calculation of a molecular structure, C23H11Cl10CoN2OSe at a distorted geometry, from the Open Molecules 2025 dataset.

Last column: Löwdin spin population.
CARTESIAN COORDINATES (ANGSTROEM)
Co (0.22777, 0.59640, 0.79245)  1.055
Cl (1.12336, 0.79866, 3.28530)  0.019
C (2.51084, 0.57697, 2.26523)  -0.003
C (2.21153, 0.36558, 0.92569)  -0.066
C (3.30442, 0.21810, 0.08483)  -0.010
Cl (3.04867, 0.00779, -1.61447)  -0.002
C (4.61826, 0.24986, 0.55474)  -0.004
Cl (5.95292, 0.05121, -0.51925)  -0.002
C (4.86283, 0.46078, 1.90993)  0.004
Cl (6.47490, 0.49892, 2.51238)  0.001
C (3.79152, 0.63765, 2.78254)  -0.002
Cl (4.06317, 0.95702, 4.45293)  -0.001
Cl (0.67385, 4.50568, -5.00921)  -0.001
C (0.41625, 3.94383, -3.40056)  -0.003
C (0.20705, 2.59045, -3.15088)  0.001
Cl (0.21031, 1.46204, -4.45062)  0.002
C (0.01311, 2.14829, -1.85522)  0.000
Cl (-0.24768, 0.47795, -1.51704)  0.020
C (0.05757, 3.00749, -0.72662)  0.003
O (-0.06576, 2.58282, 0.47292)  0.000
C (0.24986, 4.38084, -1.02795)  -0.001
Cl (0.27860, 5.47556, 0.30115)  0.000
C (0.42747, 4.83475, -2.32475)  0.001
Cl (0.67184, 6.51278, -2.62198)  0.001
Se (0.32133, -2.41287, 1.78509)  -0.016
C (0.53902, -4.00612, 0.77543)  -0.002
C (1.46407, -4.97226, 1.17206)  -0.001
C (1.57015, -6.14120, 0.43887)  0.000
N (0.83675, -6.41571, -0.63881)  -0.001
C (-0.03399, -5.48338, -1.02037)  0.000
C (-0.22064, -4.27965, -0.36252)  -0.001
H (2.08759, -4.79948, 2.03852)  0.000
H (2.28619, -6.90724, 0.72210)  0.000
H (-0.60949, -5.72320, -1.91004)  0.000
H (-0.93910, -3.55779, -0.72603)  0.000
N (-1.75209, 0.18043, 1.56464)  0.005
C (-2.94071, 0.41143, 0.82814)  0.000
C (-3.77086, 1.48260, 1.13993)  0.001
C (-4.94154, 1.69211, 0.42955)  0.000
C (-5.29220, 0.83642, -0.60352)  0.002
C (-4.45050, -0.21585, -0.93488)  0.000
C (-3.28064, -0.43039, -0.22669)  0.001
H (-1.76299, 0.67067, 2.45042)  0.000
H (-1.57098, -0.81958, 1.71587)  0.000
H (-3.49621, 2.15761, 1.94224)  0.000
H (-5.57835, 2.53097, 0.67837)  0.000
H (-6.22115, 0.98400, -1.13810)  0.000
H (-4.70489, -0.87279, -1.75644)  0.000
H (-2.62146, -1.25019, -0.48538)  0.000

Forces on atoms 1 to 3 (eV/Å):
Co 0.3358 -0.9914 0.7040
Cl -0.2325 0.1221 0.3477
C 0.2073 -0.1021 -0.5140

Computed properties:
Kohn-Sham gap (spin up / spin down)	6.64 / 7.02	eV
E	-9454.0441	Ha
expectation value of S²	1.058
molar mass	823.78	g/mol
HOMO (spin up / spin down)	-4.74 / -4.76	eV
total charge	-1
LUMO level (spin up / spin down)	1.9002 / 2.2602	eV
2S+1	2



The following is a quantum chemistry calculation of a molecular structure, C23H14Br2CuF5N2OS2, from the Open Molecules 2025 dataset.

Last column: Löwdin spin population.
CARTESIAN COORDINATES (ANGSTROEM)
Cu (-0.44189, 0.42661, -1.16274)  0.606
Br (6.18592, 1.31076, -1.08086)  -0.001
C (4.34486, 1.00215, -1.20097)  -0.002
C (3.86579, -0.27973, -1.40424)  0.001
C (2.49481, -0.45282, -1.46468)  0.002
N (1.64018, 0.56151, -1.34835)  0.046
C (2.10742, 1.80494, -1.17033)  0.003
C (3.46229, 2.06662, -1.08227)  0.002
C (1.06165, 2.86741, -1.07575)  0.002
C (1.35531, 4.21405, -0.97362)  0.001
C (0.30376, 5.11508, -0.89556)  -0.001
Br (0.66164, 6.94433, -0.76328)  0.000
C (-1.00377, 4.66046, -0.91690)  0.001
C (-1.21087, 3.29847, -1.01968)  0.004
N (-0.20475, 2.42631, -1.10256)  0.031
H (4.53333, -1.12228, -1.50851)  0.000
H (2.06010, -1.43567, -1.60180)  0.001
H (3.83998, 3.06517, -0.92369)  0.000
H (2.37337, 4.57177, -0.96173)  0.000
H (-1.83965, 5.34149, -0.85798)  0.000
H (-2.21047, 2.88397, -1.03690)  0.001
F (-6.31972, -2.39482, -0.02719)  0.006
C (-5.08463, -2.20512, -0.47014)  0.019
C (-4.66207, -0.93731, -0.82963)  -0.003
F (-5.49234, 0.09762, -0.72829)  -0.002
C (-3.37268, -0.76108, -1.28475)  0.017
F (-3.00546, 0.49710, -1.62291)  0.010
C (-2.46023, -1.80112, -1.39775)  0.017
S (-0.82346, -1.58135, -1.99709)  0.184
C (-2.91651, -3.05932, -1.01800)  0.018
F (-2.09650, -4.11020, -1.07829)  0.004
C (-4.20627, -3.27037, -0.56638)  -0.003
F (-4.60344, -4.48767, -0.21286)  -0.002
C (-1.08411, 0.19333, 3.30867)  0.004
S (-0.14196, 0.42098, 1.81381)  0.002
O (-1.21037, 0.33586, 0.72023)  0.030
C (0.77126, -1.09334, 1.75820)  0.000
C (0.13658, -2.26931, 1.37763)  0.001
C (0.88854, -3.42889, 1.29213)  0.000
C (2.24724, -3.40220, 1.59201)  0.000
C (2.86808, -2.21802, 1.96689)  0.000
C (2.12917, -1.04472, 2.03873)  0.000
H (-1.44886, -0.83015, 3.35850)  0.000
H (-1.90805, 0.90306, 3.26089)  0.000
H (-0.43751, 0.42119, 4.15512)  0.001
H (-0.91619, -2.26585, 1.12244)  0.000
H (0.41631, -4.35206, 0.98394)  0.000
H (2.82690, -4.31368, 1.52805)  0.000
H (3.92530, -2.20512, 2.19640)  0.000
H (2.60197, -0.10804, 2.31206)  0.000

Forces on atoms 1 to 3 (eV/Å):
Cu 0.2343 -0.1790 -0.2534
Br 0.0636 0.0106 0.0031
C 0.0263 0.0249 0.0048

Computed properties:
Kohn-Sham gap (spin up / spin down)	7.10 / 6.43	eV
E	-9153.6161	Ha
expectation value of S²	0.757
molar mass	716.86	g/mol
HOMO (spin up / spin down)	-10.93 / -10.96	eV
total charge	+1
LUMO level (spin up / spin down)	-3.8333 / -4.5294	eV
2S+1	2



The following is a quantum chemistry calculation of a molecular structure, C23H14Br3FNO3Pt at a distorted geometry, from the Open Molecules 2025 dataset.

Last column: natural (NBO) charge in e.
CARTESIAN COORDINATES (ANGSTROEM)
Pt (-0.12959, -0.40492, -0.23028)  0.958
C (-0.35079, 2.10428, -2.29288)  -0.656
C (-0.34989, 2.63318, -0.89628)  0.246
C (-0.23369, 3.99448, -0.60368)  -0.254
C (-0.26009, 4.42038, 0.70192)  -0.126
C (-0.34499, 3.47088, 1.74172)  -0.114
C (-0.30239, 3.76888, 3.11412)  -0.119
Br (-0.18119, 5.58188, 3.70082)  -0.002
C (-0.27249, 2.77798, 4.06792)  -0.223
C (-0.32189, 1.45198, 3.68102)  -0.213
Br (-0.21619, 0.10068, 5.01032)  0.033
C (-0.45249, 1.03688, 2.34252)  0.426
O (-0.52049, -0.18652, 2.01412)  -0.752
C (-0.44819, 2.10488, 1.36872)  0.085
N (-0.47429, 1.74108, 0.07302)  -0.437
H (-0.36339, 2.90568, -3.02708)  0.207
H (-1.21969, 1.46198, -2.43528)  0.258
H (0.54491, 1.49778, -2.44768)  0.234
H (-0.15449, 4.70698, -1.41018)  0.213
H (-0.20389, 5.47248, 0.94182)  0.226
H (-0.18489, 3.02278, 5.11692)  0.233
F (6.08031, -0.24532, -0.12228)  -0.346
C (4.71851, -0.31972, -0.15038)  0.374
C (4.06991, -0.28542, -1.36698)  -0.299
C (2.68571, -0.37022, -1.38738)  -0.253
C (1.92731, -0.47892, -0.21738)  -0.218
C (2.63641, -0.50392, 0.98712)  -0.233
C (4.01951, -0.43332, 1.03392)  -0.291
H (4.64161, -0.19562, -2.27808)  0.216
H (2.19471, -0.35952, -2.35388)  0.205
H (2.09991, -0.58882, 1.92212)  0.231
H (4.55421, -0.46282, 1.97052)  0.220
Br (-4.23799, -6.32272, -2.35528)  0.014
C (-3.02389, -4.94612, -1.82168)  -0.073
C (-1.66429, -5.19092, -1.91858)  -0.257
C (-0.77759, -4.20282, -1.52308)  -0.223
C (-1.26799, -2.99582, -1.06188)  -0.053
C (-2.62849, -2.74402, -0.99688)  -0.151
C (-3.52209, -3.74192, -1.36808)  -0.210
C (-3.18389, -1.34972, -0.60638)  0.779
O (-4.38569, -1.27302, -0.39138)  -0.673
O (-2.35589, -0.40232, -0.62308)  -0.787
H (-1.30129, -6.13572, -2.29338)  0.220
H (0.28891, -4.37392, -1.58038)  0.216
H (-0.54589, -2.19122, -0.73158)  0.112
H (-4.58209, -3.54982, -1.29738)  0.254

Forces on atoms 1 to 3 (eV/Å):
Pt -0.4917 -0.5103 -1.1141
C 0.1386 -0.0017 -0.1129
C -0.2437 -0.6359 0.1372

Computed properties:
Kohn-Sham gap	6.53	eV
E	-9106.6336	Ha
molar mass	806.16	g/mol
HOMO	-4.78	eV
total charge	-1
LUMO level	1.7565	eV